Here is a 4-piece molecular cluster, C4H16N2O4S overall at a distorted geometry from the OMol25 dataset. Energies are from wB97M-V/def2-TZVPD.

Last column: Mulliken charge in e.
CARTESIAN COORDINATES (ANGSTROEM)
N (-0.81413, 0.40419, 2.54419)  -0.407
C (0.41187, 0.19307, 1.86323)  -0.760
N (0.41699, -0.12186, 0.39653)  0.249
C (-0.08413, -1.46900, 0.15051)  0.309
C (-1.59079, -1.52028, 0.55668)  -0.373
O (-2.06834, -2.45698, 1.15556)  -0.527
C (-0.03634, -2.12380, -1.24261)  -1.055
S (-1.30267, -1.68552, -2.48713)  -0.211
H (-1.48308, -0.28368, 2.84014)  0.209
H (-1.05376, 1.37698, 2.53933)  0.200
H (1.09434, -0.56606, 2.29719)  0.346
H (0.87106, 1.19043, 1.69271)  0.388
H (-0.15390, 0.55085, -0.11835)  0.040
H (0.60833, -2.17917, 0.65891)  0.132
H (-2.25790, -0.67234, 0.39797)  0.529
H (-0.09569, -3.21847, -1.09698)  0.433
H (0.84659, -2.02015, -1.88814)  0.405
H (-2.49628, -1.87839, -1.89225)  0.138
O (-1.18901, 2.64357, -0.05143)  -0.626
H (-2.06058, 2.79995, -0.45205)  0.301
H (-0.50521, 2.63949, -0.73584)  0.316
O (3.60714, 0.83257, -0.24146)  -0.658
H (2.97594, 0.23805, 0.18050)  0.303
H (3.60491, 1.65093, 0.23824)  0.311
O (0.58348, 1.96303, -2.45437)  -0.654
H (0.91070, 1.14627, -2.04747)  0.351
H (1.26044, 2.56635, -2.80359)  0.311

## Properties
* energy above the lowest of the compared OMol25 structures with the same formula, charge and spin: 47.5 kcal/mol
* net charge: 0
* spin multiplicity: 1
* SMILES: NCN[C@@H](C=O)CS.O.O.O
* HOMO-LUMO gap: 9.366 eV

=====

Here is an isolated ion of composition C3H7N2O2 and charge +1 at a distorted geometry from the OMol25 dataset. Energies are from wB97M-V/def2-TZVPD.

Last column: Mulliken charge in e.
CARTESIAN COORDINATES (ANGSTROEM)
N (-0.53913, -1.67510, 0.21426)  -0.682
C (-0.48686, -0.25572, 0.23381)  1.088
C (0.99274, 0.23103, -0.02296)  0.257
N (1.42282, 1.44010, 0.13049)  -0.283
O (1.81401, -0.71753, -0.04785)  -0.450
C (-1.45120, 0.58152, -0.47851)  -0.641
O (-1.15203, 0.79826, 0.86087)  -0.394
H (-1.34808, -2.20206, -0.07160)  0.283
H (-0.35227, -2.05692, 1.13485)  0.295
H (0.81040, 2.19674, -0.10391)  0.255
H (2.42496, 1.60754, 0.27032)  0.305
H (1.41765, -1.60327, -0.04770)  0.449
H (-1.17977, 1.34524, -1.29665)  0.164
H (-2.37326, 0.31017, -0.77543)  0.353

## Properties
* energy above the lowest of the compared OMol25 structures with the same formula, charge and spin: 38.0 kcal/mol
* net charge: +1
* spin multiplicity: 1
* SMILES: N[C@@]1(C(=[NH2+])O)CO1
* HOMO-LUMO gap: 11.574 eV

=====

Here is one molecule with the formula C4H5NO at a distorted geometry from the OMol25 dataset. Energies are from wB97M-V/def2-TZVPD.

Last column: Mulliken charge in e.
CARTESIAN COORDINATES (ANGSTROEM)
N (2.72938, 0.51986, 0.70047)  -0.431
C (1.58797, 0.33889, 0.60194)  0.069
C (0.21386, -0.11286, 0.39741)  0.844
O (-0.22187, -1.00613, 1.37479)  -0.533
C (-0.86966, 0.63957, -0.33339)  -0.725
C (-0.08467, -0.41770, -1.04769)  -0.657
H (-0.83281, -0.51942, 1.94234)  0.345
H (-1.86487, 0.32355, -0.02095)  0.305
H (-0.79666, 1.68743, -0.60534)  0.271
H (0.67575, -0.07486, -1.74305)  0.257
H (-0.53641, -1.37836, -1.26653)  0.254

## Properties
* energy above the lowest of the compared OMol25 structures with the same formula, charge and spin: 36.4 kcal/mol
* net charge: 0
* spin multiplicity: 1
* SMILES: N#CC1(O)CC1
* HOMO-LUMO gap: 11.329 eV

=====

HOMO energy, respectively: -8.90; -15.62; -10.63 eV.